No. 1
{
  "formula": "C40H30F5IN7O2STi",
  "method": "ωB97M-V/def2-TZVPD",
  "gap_ev": [4.51, 4.51],
  "multiplicity": 1,
  "fmax_ev_per_a": 5.86,
  "total_charge": -1,
  "e_above_lowest_kcal_mol": 51.6,
  "symbols": ["Ti", "C", "C", "C", "C", "C", "N", "C", "C", "C", "C", "C", "C", "C", "N", "C", "C", "C", "N", "C", "C", "N", "C", "C", "C", "N", "H", "H", "H", "H", "H", "H", "H", "H", "H", "H", "H", "H", "H", "H", "H", "H", "H", "H", "C", "C", "N", "C", "C", "C", "O", "C", "C", "N", "C", "C", "C", "C", "C", "C", "I", "C", "O", "H", "H", "H", "H", "H", "H", "H", "H", "H", "H", "H", "H", "F", "C", "C", "F", "C", "F", "C", "S", "C", "F", "C", "F"],
  "positions_angstrom": [[-0.812, -0.768, 0.393], [3.591, 0.026, -5.473], [2.848, -0.366, -4.232], [3.224, -1.464, -3.468], [2.557, -1.780, -2.309], [1.476, -1.018, -1.806], [0.873, -1.313, -0.622], [1.455, -2.359, 0.094], [2.765, -2.284, 0.587], [3.329, -3.344, 1.265], [2.616, -4.520, 1.484], [3.208, -5.648, 2.273], [1.336, -4.626, 0.969], [0.768, -3.576, 0.257], [-0.493, -3.729, -0.343], [-1.041, -4.870, -0.803], [-2.252, -4.539, -1.370], [-2.363, -3.158, -1.198], [-1.288, -2.689, -0.584], [1.025, 0.013, -2.667], [1.722, 0.329, -3.828], [-0.198, 0.659, -2.433], [-0.633, 1.776, -3.051], [-1.976, 1.905, -2.773], [-2.275, 0.811, -1.965], [-1.190, 0.069, -1.754], [4.431, -0.645, -5.637], [3.972, 1.042, -5.381], [2.941, -0.011, -6.347], [4.044, -2.093, -3.789], [2.878, -2.652, -1.758], [3.317, -1.368, 0.424], [4.337, -3.256, 1.644], [4.292, -5.566, 2.321], [2.942, -6.609, 1.835], [2.816, -5.623, 3.290], [0.761, -5.524, 1.139], [-0.546, -5.815, -0.719], [-2.955, -5.206, -1.827], [-3.159, -2.495, -1.484], [1.365, 1.130, -4.458], [0.021, 2.423, -3.599], [-2.639, 2.686, -3.084], [-3.224, 0.544, -1.543], [-5.346, -0.702, 0.055], [-4.709, 0.382, 0.879], [-5.527, 1.269, 1.421], [-5.017, 2.208, 2.214], [-3.685, 2.318, 2.539], [-3.230, 3.372, 3.512], [-2.962, 2.859, 4.807], [-2.770, 1.395, 1.959], [-1.395, 1.391, 2.272], [-0.512, 0.572, 1.719], [0.782, 0.554, 2.228], [1.475, 1.700, 2.648], [2.687, 1.573, 3.297], [3.216, 0.323, 3.567], [2.547, -0.817, 3.131], [1.377, -0.679, 2.436], [-1.217, -2.416, 2.689], [-3.313, 0.403, 1.076], [-2.539, -0.483, 0.502], [-6.401, -0.760, 0.311], [-4.856, -1.654, 0.260], [-5.267, -0.491, -1.013], [-5.744, 2.899, 2.621], [-4.022, 4.110, 3.656], [-2.344, 3.898, 3.124], [-2.492, 2.021, 4.717], [-1.034, 2.065, 3.049], [1.056, 2.678, 2.454], [3.214, 2.463, 3.613], [4.139, 0.224, 4.120], [2.951, -1.797, 3.342], [-1.040, 6.789, -1.217], [-0.251, 5.703, -1.059], [-0.791, 4.478, -0.683], [-2.117, 4.368, -0.461], [0.029, 3.381, -0.550], [-0.546, 2.193, -0.207], [1.428, 3.410, -0.753], [2.391, 2.036, -0.573], [1.934, 4.682, -1.119], [3.258, 4.828, -1.324], [1.124, 5.785, -1.279], [1.655, 6.971, -1.649]],
  "mulliken_charge": [-1.548, -1.609, 0.426, -1.371, -1.008, 0.090, 1.418, -0.348, 0.346, -0.864, 0.532, -1.714, -0.359, -0.667, 0.387, -0.190, -1.461, -0.435, 0.815, 0.912, -0.433, 0.653, -0.075, -1.428, -0.429, 0.092, 0.361, 0.315, 0.340, 0.314, 0.519, 0.617, 0.278, 0.397, 0.386, 0.292, 0.534, 0.481, 0.425, 0.545, 0.374, 0.273, 0.467, 0.624, -1.167, 0.449, -0.693, -0.897, 0.764, -0.961, -0.552, 0.605, -0.757, 0.884, 0.348, -0.202, -1.140, -0.790, -1.369, 0.369, -0.105, 0.124, 0.512, 0.449, 0.254, 0.224, 0.386, 0.411, 0.285, 0.452, 0.770, 0.344, 0.368, 0.415, 0.605, -0.345, 0.396, -0.539, -0.415, -0.709, 0.689, 0.886, -0.370, 0.167, -0.347, 0.255, -0.329]
}

---

No. 2
{
  "formula": "C5H4N2",
  "method": "ωB97M-V/def2-TZVPD",
  "gap_ev": [8.90, 8.90],
  "multiplicity": 1,
  "fmax_ev_per_a": 2.54,
  "total_charge": 0,
  "e_above_lowest_kcal_mol": 130.9,
  "symbols": ["C", "C", "C", "C", "C", "N", "N", "H", "H", "H", "H"],
  "positions_angstrom": [[-0.678, -2.731, 1.369], [-0.108, -1.627, 1.156], [0.209, -0.439, 0.537], [-0.795, 0.556, 0.122], [-0.045, 1.425, -0.805], [1.153, 0.987, -1.006], [1.275, -0.143, -0.235], [-1.088, -0.534, -0.232], [-1.640, 0.889, 0.717], [-0.364, 2.354, -1.270], [2.081, -0.736, -0.352]],
  "mulliken_charge": [-0.488, -0.369, 0.445, -0.403, -0.149, -0.620, 0.190, 0.263, 0.438, 0.430, 0.262]
}

---

No. 3
{
  "formula": "C3H7Cl2N2",
  "method": "ωB97M-V/def2-TZVPD",
  "gap_ev": 10.49,
  "multiplicity": 1,
  "fmax_ev_per_a": 3.65,
  "total_charge": 1,
  "e_above_lowest_kcal_mol": 55.8,
  "symbols": ["C", "C", "C", "N", "N", "Cl", "Cl", "H", "H", "H", "H", "H", "H", "H"],
  "positions_angstrom": [[1.003, 0.214, -2.207], [0.894, -0.411, -1.076], [-1.932, -0.608, 1.403], [-1.193, 0.451, 1.546], [1.096, 0.351, 0.163], [-1.815, -1.698, 0.116], [-1.333, 1.506, 3.020], [0.776, -0.333, -3.060], [1.177, 1.263, -2.246], [0.819, -1.464, -0.905], [-2.864, -0.622, 1.984], [0.068, 0.488, 0.649], [1.644, 1.197, -0.121], [1.662, -0.332, 0.734]],
  "mulliken_charge": [-0.916, -0.003, 0.182, -0.492, -0.340, -0.043, 0.006, 0.290, 0.247, 0.512, 0.377, 0.469, 0.324, 0.387]
}

---

No. 4
{
  "formula": "C8H15N3O5",
  "method": "ωB97M-V/def2-TZVPD",
  "gap_ev": 9.91,
  "multiplicity": 1,
  "fmax_ev_per_a": 10.83,
  "total_charge": 0,
  "smiles": "C[C@@H](O)[C@H](NC(=O)[C@@H](N)CC(N)=O)C(=O)O",
  "e_above_lowest_kcal_mol": 146.7,
  "symbols": ["C", "C", "O", "C", "N", "C", "O", "C", "N", "C", "C", "N", "O", "C", "O", "O", "H", "H", "H", "H", "H", "H", "H", "H", "H", "H", "H", "H", "H", "H", "H"],
  "positions_angstrom": [[1.166, 1.670, 1.353], [1.530, 1.359, 0.002], [2.691, 2.061, -0.559], [1.701, -0.218, -0.416], [0.495, -1.000, -0.343], [-0.529, -0.962, -1.190], [-0.497, -0.002, -2.169], [-1.915, -1.614, -0.583], [-1.735, -1.703, 0.954], [-2.952, -0.380, -0.782], [-2.485, 0.708, 0.086], [-1.478, 1.708, -0.514], [-3.020, 0.663, 1.286], [2.870, -0.913, -0.018], [3.947, -0.789, -0.551], [2.741, -1.907, 0.950], [1.658, 2.713, 1.474], [0.158, 1.618, 1.892], [1.748, 1.115, 2.187], [0.666, 1.836, -0.529], [3.116, 1.518, -1.165], [1.770, -0.393, -1.456], [0.430, -1.720, 0.396], [-2.186, -2.581, -1.093], [-2.227, -1.062, 1.632], [-1.946, -2.840, 1.241], [-3.157, -0.023, -1.811], [-3.702, -0.717, -0.143], [-1.406, 2.543, 0.270], [-1.213, 1.561, -1.431], [3.762, -2.250, 1.034]],
  "mulliken_charge": [-1.364, 1.032, -0.613, -0.028, -0.015, -0.035, -0.787, 0.198, -0.708, -0.787, 0.194, -0.443, -0.711, 0.198, -0.562, -0.514, 0.323, 0.318, 0.290, -0.023, 0.359, 0.478, 0.322, 0.495, 0.271, 0.228, 0.335, 0.475, 0.343, 0.337, 0.396]
}